The following is a DFT calculation (ωB97M-V/def2-TZVPD) of a 12-piece molecular cluster, C30H57N10O14S overall.

Computed properties:
Lowest unoccupied orbital energy = 0.07754 Eh
Highest occupied orbital energy = -0.2533 Ha

The geometry in ORCA input format:
```
! RIJCOSX wB97M-V def2-TZVPD def2/J DEFGRID3
* xyz -1 1
C -18.28 -19.68 24.26
C -17.01 -19.48 23.49
O -16.45 -20.47 22.97
O -16.57 -18.29 23.30
H -18.54 -20.73 24.20
H -19.13 -19.06 23.95
H -18.16 -19.51 25.34
O -13.52 -19.13 20.56
C -14.11 -19.88 19.81
N -15.27 -20.49 20.14
C -13.58 -20.19 18.40
H -15.63 -20.37 21.08
H -15.74 -21.08 19.48
H -12.51 -20.24 18.58
H -13.82 -19.34 17.76
H -13.99 -21.11 18.00
O -23.70 -21.65 23.65
C -22.73 -21.46 22.93
N -22.78 -21.45 21.59
C -21.34 -21.28 23.51
H -23.67 -21.62 21.14
H -22.01 -21.76 20.98
H -20.86 -20.45 22.99
H -20.69 -22.15 23.46
H -21.53 -20.95 24.53
O -19.76 -16.50 24.96
C -18.88 -16.33 25.82
N -17.65 -16.77 25.54
C -19.11 -15.56 27.11
H -17.47 -17.13 24.61
H -16.88 -16.61 26.17
H -19.66 -14.65 26.90
H -18.12 -15.32 27.50
H -19.71 -16.14 27.82
O -19.72 -17.96 20.55
C -19.75 -16.92 21.22
N -18.90 -16.70 22.21
C -20.85 -15.93 21.01
H -19.15 -16.36 23.14
H -18.17 -17.40 22.36
H -21.06 -15.31 21.88
H -21.80 -16.35 20.69
H -20.58 -15.22 20.22
O -15.14 -15.49 18.99
C -16.03 -15.57 19.84
N -16.11 -16.65 20.62
C -17.18 -14.59 19.86
H -15.38 -17.34 20.46
H -16.66 -16.79 21.45
H -17.80 -14.61 20.76
H -17.87 -14.85 19.06
H -16.86 -13.58 19.59
O -12.31 -15.86 23.24
C -13.47 -16.30 23.32
N -13.74 -17.58 23.07
C -14.59 -15.34 23.72
H -14.72 -17.85 22.98
H -13.04 -18.17 22.64
H -14.75 -15.40 24.79
H -15.45 -15.65 23.13
H -14.31 -14.33 23.44
O -18.21 -21.34 27.72
C -18.50 -21.75 26.61
N -19.78 -21.93 26.20
C -17.34 -22.11 25.67
H -20.52 -21.82 26.88
H -19.90 -22.66 25.51
H -17.02 -23.11 25.99
H -16.53 -21.43 25.91
H -17.58 -22.21 24.61
O -20.28 -21.95 20.48
C -19.10 -21.76 20.79
N -18.48 -20.58 20.69
C -18.28 -22.93 21.30
H -19.08 -19.76 20.51
H -17.71 -20.47 21.34
H -18.44 -23.14 22.35
H -17.21 -22.85 21.07
H -18.64 -23.78 20.72
N -15.99 -18.85 29.12
C -14.96 -17.99 28.88
C -14.41 -17.79 27.64
C -14.83 -18.60 26.57
C -15.79 -19.53 26.83
C -16.34 -19.65 28.11
H -14.70 -17.44 29.77
H -13.65 -17.04 27.51
H -14.33 -18.46 25.61
H -16.13 -20.20 26.05
H -17.14 -20.34 28.34
N -21.73 -20.03 27.61
C -20.61 -19.29 27.43
C -20.57 -18.12 26.69
C -21.69 -17.75 26.00
C -22.80 -18.57 26.05
C -22.83 -19.62 26.97
H -19.77 -19.60 28.04
H -19.65 -17.56 26.70
H -21.75 -16.82 25.45
H -23.77 -18.26 25.66
H -23.75 -20.17 27.12
C -13.51 -22.38 24.92
C -13.43 -21.60 23.60
O -12.02 -21.34 23.42
S -11.19 -22.63 23.97
O -9.89 -22.24 24.43
O -11.29 -23.66 22.98
O -12.19 -22.91 25.20
H -14.07 -23.30 24.76
H -13.81 -21.78 25.77
H -13.93 -20.63 23.62
H -13.81 -22.03 22.68
*
```

Atomic partial charges in e from the Mulliken method, atoms 1 to 8:
1 C 0.3303
2 C 0.6659
3 O -0.9292
4 O 0.7923
5 H 0.0278
6 H 0.5677
7 H -0.8072
8 O -0.6015

The following is a DFT calculation (ωB97M-V/def2-TZVPD) of C46H31BrF4FeN5O4Sb as an isolated structure.

Computed properties:
Lowest unoccupied orbital energy (spin up / spin down) = -0.02237 / -0.02229 Eh
<S²> = 6.013
Highest occupied orbital energy (spin up / spin down) = -0.3082 / -0.3093 Ha

The geometry in ORCA input format:
```
! RIJCOSX wB97M-V def2-TZVPD def2/J DEFGRID3
* xyz 0 5
Fe 1.10 -1.39 1.29
O -0.65 -1.15 -0.16
C -1.84 -1.46 -0.08
C -2.49 -1.92 1.11
C -3.89 -1.97 1.12
C -4.54 -2.29 2.28
C -3.83 -2.57 3.46
C -2.46 -2.55 3.46
C -1.73 -2.26 2.27
O -0.45 -2.32 2.27
N -6.01 -2.31 2.30
O -6.59 -2.18 1.24
O -6.55 -2.55 3.36
H -2.47 -1.33 -0.97
H -4.45 -1.75 0.23
H -4.39 -2.79 4.36
H -1.90 -2.77 4.36
F 3.65 1.56 -7.81
C 3.07 1.19 -6.65
C 2.90 -0.15 -6.39
C 2.31 -0.53 -5.19
C 1.88 0.42 -4.26
C 2.09 1.77 -4.57
C 2.67 2.17 -5.76
Sb 1.11 -0.06 -2.31
C 0.30 -1.94 -2.97
C 0.44 -3.09 -2.19
C -0.07 -4.31 -2.60
C -0.74 -4.38 -3.80
F -1.25 -5.56 -4.20
C -0.91 -3.27 -4.61
C -0.38 -2.06 -4.18
C -0.65 1.14 -2.44
C -1.91 0.72 -2.89
C -3.02 1.56 -2.83
C -2.85 2.84 -2.33
F -3.92 3.65 -2.25
C -1.63 3.31 -1.89
C -0.54 2.44 -1.93
H 3.23 -0.88 -7.11
H 2.18 -1.58 -4.98
H 1.77 2.55 -3.87
H 2.83 3.21 -6.00
H 0.95 -3.05 -1.23
H 0.04 -5.21 -1.99
H -1.44 -3.37 -5.55
H -0.49 -1.20 -4.83
H -2.04 -0.28 -3.29
H -3.99 1.24 -3.17
H -1.55 4.32 -1.52
H 0.42 2.80 -1.57
N -5.34 7.08 2.51
C -4.49 6.33 2.36
C -3.41 5.38 2.17
C -2.10 5.76 2.43
C -1.07 4.86 2.26
C -1.35 3.57 1.83
C -2.65 3.19 1.56
C -3.69 4.09 1.74
N -0.28 2.64 1.64
C 1.06 2.93 1.47
C 1.69 1.73 1.35
N 0.76 0.72 1.43
C -0.41 1.29 1.60
H -1.89 6.77 2.77
H -0.05 5.16 2.48
H -2.87 2.20 1.18
H -4.70 3.80 1.52
H 1.45 3.93 1.43
H 2.74 1.51 1.18
H -1.34 0.77 1.71
Br 3.32 -1.85 7.90
C 2.63 -1.64 6.17
C 2.23 -2.74 5.44
C 1.72 -2.53 4.16
N 1.62 -1.31 3.61
C 2.01 -0.27 4.34
C 2.52 -0.37 5.62
H 2.30 -3.74 5.84
H 1.38 -3.36 3.56
H 1.92 0.70 3.86
H 2.82 0.51 6.17
F 7.13 -1.40 -0.24
C 5.82 -1.51 0.09
C 5.44 -1.30 1.39
C 4.08 -1.40 1.71
C 3.08 -1.70 0.77
C 3.57 -1.92 -0.53
C 4.91 -1.83 -0.89
H 6.18 -1.07 2.14
H 3.83 -1.24 2.75
H 2.89 -2.20 -1.33
H 5.24 -2.01 -1.90
*
```

Atomic partial charges in e from the Mulliken method, atoms 1 to 8:
1 Fe 0.8781
2 O 0.4273
3 C -0.1225
4 C 0.4457
5 C -0.6483
6 C -0.4331
7 C -0.6247
8 C -0.8173

The following is a DFT calculation (ωB97M-V/def2-TZVPD) of a 2-piece molecular cluster, C9H11O3 overall.

Computed properties:
Lowest unoccupied orbital energy = 0.12537 Eh
Highest occupied orbital energy = -0.1501 Ha

The geometry in ORCA input format:
```
! RIJCOSX wB97M-V def2-TZVPD def2/J DEFGRID3
* xyz -1 1
C -2.29 -1.26 -4.11
C -2.11 -1.20 -2.59
O -2.89 -0.45 -1.87
O -1.21 -1.90 -2.08
H -2.90 -2.18 -4.33
H -1.35 -1.31 -4.67
H -2.91 -0.39 -4.49
C 2.99 1.67 2.47
C -0.63 -0.16 0.88
C -0.39 -0.09 2.25
C 0.44 0.26 0.01
C 0.83 0.27 2.77
C 1.62 0.79 0.54
C 1.78 0.86 1.96
O -1.70 -0.64 0.33
H -1.74 -0.62 -0.77
H -1.19 -0.34 2.92
H 0.33 -0.04 -0.99
H 0.98 0.20 3.83
H 2.44 1.03 -0.11
H 2.71 2.59 3.00
H 3.79 1.90 1.81
H 3.39 1.01 3.23
*
```

Atomic partial charges in e from the Mulliken method, atoms 1 to 8:
1 C -0.9758
2 C 0.7777
3 O -0.7979
4 O -0.7194
5 H 0.2272
6 H 0.2733
7 H 0.2457
8 C -1.2843